1.
The following is a quantum chemistry calculation of a 2-piece molecular cluster, C18H18F5IN4O5S overall, from the OMol25 dataset.

Atoms and positions in Å:
N 2.8280 -2.6457 -1.0355
C 2.6349 -1.2246 -1.4264
O 2.8378 -0.9026 -2.6227
C 2.1919 -0.2288 -0.2585
C 1.4953 1.1332 -0.7950
C 0.0419 1.2535 -0.1804
C -1.2367 0.4946 -0.7392
C -1.1988 -0.4399 -2.0123
F -2.2139 0.0306 -2.9351
F -0.0060 -0.4643 -2.7584
C -1.5128 -1.9797 -1.6203
C -0.7429 -2.7745 -0.5421
C -1.1143 -4.2714 -0.2340
C -2.2843 -5.0026 -0.9828
C -3.0724 -4.1538 -2.0340
C -4.3034 -4.8838 -2.7801
F -4.6005 -4.2836 -4.0340
F -5.4437 -4.6714 -1.9336
F -4.0608 -6.2702 -2.8810
C -2.6868 -2.6914 -2.3483
C -2.4744 0.8134 0.1486
I -4.3479 -0.2106 -0.4115
N -2.6434 1.6394 1.2613
N -1.5620 2.2714 1.7122
O -1.7160 3.0550 2.8145
C -0.3076 2.0917 1.0746
C 0.9384 2.8750 1.7594
C 1.0581 4.4086 1.2701
C 1.0994 5.4418 2.5399
S -0.0554 6.8712 2.1255
H 2.2867 -3.2659 -1.6545
H 2.5656 -2.7567 -0.0457
H 1.5289 -0.7467 0.5231
H 3.1710 0.0673 0.3055
H 1.5338 1.2251 -1.9474
H 2.1810 1.9854 -0.4178
H 0.1113 -2.3134 0.0512
H -0.5506 -4.9002 0.5440
H -2.5844 -6.0824 -0.7968
H -3.3016 -2.1516 -3.1432
H -1.4724 2.4292 3.5527
H 0.7941 2.9149 2.9076
H 1.9320 2.3031 1.6146
H 0.2155 4.7097 0.5602
H 2.0690 4.5035 0.7240
H 0.7102 4.9732 3.5034
H 2.1847 5.7857 2.6720
H -1.3167 6.2747 2.3033
N 5.1038 -0.0605 2.1509
O 4.6545 -1.1361 2.5915
O 6.3118 0.0531 1.8969
O 4.3299 0.9078 1.9633

Cartesian forces (eV/Å) of the 3 atoms listed first:
N -1.237 2.718 0.230
C 0.310 -1.101 -2.386
O -0.933 -0.483 4.115

## Properties
Frontier orbital gap in eV: 3.79
LUMO in hartree: -0.125
Electronic energy in eV: -67662.95439
Maximum force in eV Å⁻¹: 5.72
Molar mass in g mol⁻¹: 624.33

2.
The following is a quantum chemistry calculation of a 6-piece molecular cluster, C18H18F6O18 overall, from the OMol25 dataset.

Atoms and positions in Å:
O 2.6244 3.7511 0.3676
C 1.7083 3.1427 -0.1072
O 1.8338 1.9077 -0.7113
C 0.4688 1.4426 -1.1516
C -0.4017 2.3156 -0.3442
F -0.5743 1.7119 0.8779
O 0.3954 3.5269 -0.1308
H 0.4907 1.6221 -2.2411
H 0.3719 0.3983 -0.7929
H -1.2836 2.5545 -0.8242
O -1.4607 -1.4781 0.0219
C -2.5917 -1.1306 0.1041
O -3.5944 -1.9224 0.2354
C -4.8414 -1.2673 0.0435
C -4.4247 0.2046 0.2320
F -4.6194 0.6430 1.5191
O -3.0540 0.1648 0.0707
H -5.2717 -1.4922 -0.9407
H -5.4552 -1.6325 0.8789
H -4.7740 0.8928 -0.5407
O 5.2558 -1.5019 1.2851
C 4.0550 -1.5314 1.3693
O 3.3417 -0.6164 2.0488
C 1.9469 -0.9730 2.0235
C 1.8828 -1.9852 0.9288
F 1.5432 -1.4352 -0.3105
O 3.1876 -2.4024 0.7895
H 1.7469 -1.4914 2.9467
H 1.2220 -0.1207 1.9711
H 1.2272 -2.7716 1.2257
O 2.9224 -0.0425 -2.7024
C 3.7696 0.7521 -2.3469
O 4.7093 0.4790 -1.4351
C 5.1748 1.7052 -0.8396
C 4.7247 2.7101 -1.9457
F 5.7005 3.0912 -2.8387
O 3.7256 2.0717 -2.6714
H 4.6780 1.9925 0.0644
H 6.2396 1.6519 -0.7673
H 4.3806 3.6041 -1.4582
O -4.3877 -2.5446 3.8303
C -3.7923 -1.5167 3.9043
O -3.8786 -0.6180 4.8851
C -3.0856 0.5522 4.5844
C -2.2841 0.1723 3.3641
F -1.0069 -0.0009 3.6850
O -2.8817 -1.1073 2.9324
H -3.6827 1.5191 4.4435
H -2.4309 0.7282 5.4964
H -2.3155 0.9591 2.5895
O -3.1406 -0.5255 -2.8297
C -2.0935 -1.0432 -3.1552
O -1.8472 -2.3407 -3.2702
C -0.4505 -2.5582 -3.1835
C 0.1470 -1.2650 -3.6072
F 0.3129 -1.3849 -4.9137
O -0.9037 -0.4162 -3.3646
H -0.0909 -2.9677 -2.1953
H -0.3000 -3.3544 -3.9165
H 1.1319 -0.8291 -3.1827

Cartesian forces (eV/Å) of the 3 atoms listed first:
O -0.851 -0.266 -0.557
C 0.228 -1.236 -0.368
O -1.220 0.731 0.752

## Properties
Frontier orbital gap in eV: 11.68
LUMO in hartree: 0.011
Electronic energy in eV: -72118.50047
Maximum force in eV Å⁻¹: 3.28
SMILES string: O=C1OC[C@@H](F)O1.O=C1OC[C@@H](F)O1.O=C1OC[C@@H](F)O1.O=C1OC[C@@H](F)O1.O=C1OC[C@@H](F)O1.O=C1OC[C@@H](F)O1
Molar mass in g mol⁻¹: 636.31
Energy above the lowest of the compared OMol25 structures with the same formula, charge and spin in eV: 0.708

3.
The following is a quantum chemistry calculation of C18H18N5ORhS2 as an isolated structure, from the OMol25 dataset.

Atoms and positions in Å:
Rh -0.3214 -0.0714 -1.2627
S -1.8433 0.7934 -3.1051
C -2.4022 1.6221 -1.7085
N -1.7451 1.3748 -0.5685
C -2.2707 2.0350 0.5608
C -1.8779 2.0522 1.8928
C -2.5703 2.8444 2.7990
C -3.6689 3.6009 2.4171
C -4.0607 3.5998 1.0744
C -3.3773 2.8357 0.1505
S -3.7769 2.7633 -1.5442
H -1.0435 1.4240 2.2442
H -2.2442 2.8440 3.8388
H -4.2436 4.1565 3.1571
H -4.9220 4.1777 0.7155
C 0.1582 -5.5590 -1.4441
C -0.2712 -4.2274 -0.9279
C -0.9855 -3.8759 0.2266
C -1.1131 -2.4761 0.3004
N -0.4616 -1.9760 -0.7981
N 0.0098 -3.0310 -1.5452
C -1.8291 -1.7007 1.3529
H -0.2230 -6.3361 -0.7432
H 1.2673 -5.6107 -1.5159
H -0.2725 -5.7410 -2.4594
H -1.3861 -4.5763 0.9453
H 0.5164 -2.8342 -2.4129
H -2.1859 -2.4252 2.1256
H -2.7009 -1.1551 0.9269
H -1.1644 -0.9471 1.8295
N 3.8351 0.9520 2.2111
C 4.4431 1.2496 1.0159
O 5.6230 1.6092 1.0412
C 3.6134 1.1237 -0.1901
C 4.2534 1.3666 -1.4234
C 3.5233 1.2811 -2.5910
C 2.1864 0.9155 -2.5473
N 1.5942 0.6330 -1.3896
C 2.2692 0.7677 -0.2279
H 4.3528 1.0828 3.0707
H 2.8493 0.8510 2.3015
H 5.3240 1.6013 -1.4447
H 3.9365 1.5151 -3.5660
H 1.5444 0.8766 -3.4328
H 1.6619 0.5943 0.6505

Cartesian forces (eV/Å) of the 3 atoms listed first:
Rh -0.610 1.056 -0.738
S -0.396 0.606 0.873
C -0.686 0.400 -0.441

## Properties
2S+1: 5
Frontier orbital gap (alpha / beta) in eV: 8.81 / 5.33
LUMO (alpha / beta) in hartree: -0.230 / -0.359
Net charge: +2
Electronic energy in eV: -53118.61869
Maximum force in eV Å⁻¹: 3.72
Molar mass in g mol⁻¹: 487.42
Energy above the lowest of the compared OMol25 structures with the same formula, charge and spin in eV: 0.000

4.
The following is a quantum chemistry calculation of one molecule with the formula C18H18O8, from the OMol25 dataset.

Atoms and positions in Å:
C -2.3575 2.4363 -3.8114
C -2.5255 2.2083 -2.3400
O -3.7363 2.0590 -2.0429
O -1.4475 2.1122 -1.5441
C -1.7414 1.6607 -0.2417
C -0.7799 2.4565 0.5709
O -1.2787 3.3815 1.4854
C -0.6653 2.3008 2.0585
C -0.9757 0.8150 2.5881
O -2.2604 0.2964 2.4214
C -1.3896 -0.2937 1.4680
C -0.5055 -1.5444 1.5385
O 0.8192 -1.1627 1.0730
C 1.9236 -1.3606 1.9222
O 1.7909 -1.7022 3.0991
C 3.2770 -1.2536 1.4001
C 4.3921 -0.8732 2.2374
C 5.6571 -0.7283 1.5531
C 5.6964 -0.8754 0.1543
C 4.5700 -1.2454 -0.6180
C 3.3712 -1.4418 -0.0197
C -1.6325 0.1127 -0.0486
O -2.8233 -0.4911 -0.5917
C -2.5803 -1.5673 -1.3849
C -3.9047 -2.1823 -1.8601
O -1.5370 -2.0297 -1.7325
H -1.4594 2.0200 -4.3734
H -2.2125 3.5569 -4.0903
H -3.2292 1.9312 -4.2367
H -2.7861 1.8846 0.0527
H 0.1657 2.6922 0.0725
H 0.3153 2.5926 2.3934
H -0.2020 0.5371 3.3443
H -0.4015 -1.9764 2.5837
H -0.9145 -2.3162 0.7993
H 4.2158 -0.7234 3.2883
H 6.5596 -0.3434 2.0536
H 6.6318 -0.5873 -0.3173
H 4.6994 -1.3156 -1.6559
H 2.5549 -1.8102 -0.6614
H -0.7416 -0.1368 -0.6821
H -4.7550 -1.5806 -1.6758
H -4.1326 -3.1063 -1.3717
H -3.6648 -2.4062 -2.8576

Cartesian forces (eV/Å) of the 3 atoms listed first:
C 2.332 1.130 -1.933
C -3.734 -0.617 -0.962
O 3.657 0.334 0.870

## Properties
Frontier orbital gap in eV: 9.64
LUMO in hartree: 0.002
Electronic energy in eV: -35333.13487
Maximum force in eV Å⁻¹: 3.96
SMILES string: CC(=O)O[C@@H]1[C@H]2O[C@H]2[C@H]2O[C@@]2(COC(=O)c2ccccc2)[C@H]1OC(C)=O
Molar mass in g mol⁻¹: 362.33
Energy above the lowest of the compared OMol25 structures with the same formula, charge and spin in eV: 6.795

5.
The following is a quantum chemistry calculation of a 2-piece molecular cluster, C18H18OS2 overall, from the OMol25 dataset.

Atoms and positions in Å:
C -4.5872 0.4004 2.8372
C -3.7224 1.5035 2.8309
C -2.3528 1.3062 2.7266
C -1.7821 0.0003 2.5543
C -0.3995 -0.1872 2.2574
C 0.5672 0.8325 2.5530
C 2.0382 0.5128 2.7050
C 2.9390 1.5921 2.6622
C 4.3126 1.3866 2.7011
C 4.8249 0.0919 2.8465
C 3.9384 -0.9801 3.0072
C 2.5509 -0.7680 2.9470
O 0.2802 2.0368 2.7384
C -2.6825 -1.1004 2.7175
C -4.0549 -0.8954 2.8415
H -5.6565 0.5545 2.9270
H -4.1005 2.5220 2.9380
H -1.6589 2.1471 2.7334
H -0.0193 -1.1448 1.9264
H 2.5490 2.6076 2.6267
H 4.9739 2.2455 2.6539
H 5.8975 -0.0744 2.8674
H 4.3204 -1.9788 3.2117
H 1.8442 -1.5776 3.1352
H -2.2491 -2.1038 2.7403
H -4.7066 -1.7574 2.9755
C -0.7275 -3.6556 -3.2628
C -2.0218 -3.0145 -2.7847
S -1.8933 -1.7858 -1.4609
C -0.8103 -2.4422 -0.3485
S 0.5352 -3.3867 -0.7247
C 0.0567 -4.3682 -2.1699
H -0.9867 -4.4004 -4.0310
H -0.0931 -2.8924 -3.7268
H -2.4797 -2.4187 -3.5901
H -2.7414 -3.7687 -2.4476
H -1.0006 -2.2311 0.7066
H -0.4888 -5.2406 -1.7942
H 1.0354 -4.7001 -2.5502

Cartesian forces (eV/Å) of the 3 atoms listed first:
C 0.184 -0.147 0.281
C 0.378 -0.505 0.084
C 0.088 0.000 -0.251

## Properties
Frontier orbital gap in eV: 3.38
LUMO in hartree: -0.093
Electronic energy in eV: -42672.07853
Maximum force in eV Å⁻¹: 1.30
Molar mass in g mol⁻¹: 314.47
Energy above the lowest of the compared OMol25 structures with the same formula, charge and spin in eV: 2.738

6.
The following is a quantum chemistry calculation of C18H19AsN2O9RhS4 as an isolated structure, from the OMol25 dataset.

Atoms and positions in Å:
Rh -1.1090 0.8939 -1.2593
O -4.6284 -0.2190 -0.7962
As -3.6209 -0.2647 0.6182
O -4.4668 0.0880 1.9639
O -2.2800 0.7628 0.3753
C -3.0079 -2.1169 0.8335
C -3.4963 -2.6903 2.0035
C -3.1408 -3.9826 2.3728
C -2.2845 -4.7191 1.5718
C -1.7903 -4.1610 0.4012
C -2.1514 -2.8760 0.0319
S -1.4147 -2.2439 -1.4621
O -2.4603 -1.6877 -2.2813
O -0.6274 -3.3208 -2.0165
O -0.5248 -1.1420 -0.9539
H -4.1111 0.0510 -1.5825
H -4.1513 -2.0894 2.6223
H -3.5340 -4.4058 3.2893
H -1.9977 -5.7257 1.8511
H -1.1187 -4.7100 -0.2452
C 1.1213 0.4154 -4.8753
C 2.4173 0.5913 -4.4321
C 2.6435 0.8883 -3.0952
C 1.5603 1.0128 -2.2483
N 0.3074 0.8641 -2.7007
C 0.0783 0.5562 -3.9718
C 1.6722 1.2697 -0.7919
C 2.8553 1.5634 -0.1381
C 2.8256 1.7975 1.2259
C 1.6218 1.7273 1.9013
C 0.4714 1.4288 1.1922
N 0.5128 1.2089 -0.1173
H 0.9025 0.1677 -5.9034
H 3.2519 0.4846 -5.1125
H 3.6479 0.9999 -2.7186
H -0.9579 0.4292 -4.2459
H 3.7836 1.6137 -0.6849
H 3.7404 2.0308 1.7551
H 1.5612 1.9038 2.9656
H -0.5171 1.3563 1.6310
C 2.9601 -1.7920 2.7582
S 1.8646 -1.7922 1.3310
C 0.3025 -1.7039 2.2162
H 2.8516 -0.8716 3.3368
H 3.9847 -1.8584 2.3902
H 2.7664 -2.6459 3.4068
H 0.1147 -2.6167 2.7817
H -0.4755 -1.5771 1.4659
H 0.2899 -0.8458 2.8879
O -2.7190 0.9684 -2.5952
S -2.7223 2.4351 -3.0508
O -2.0092 2.5708 -4.3050
O -4.0267 3.0258 -3.0006
S -1.5292 3.1210 -1.5044

Cartesian forces (eV/Å) of the 3 atoms listed first:
Rh 0.132 -0.032 0.175
O 0.075 0.058 -0.107
As 0.154 0.253 -0.006

## Properties
Frontier orbital gap in eV: 6.92
LUMO in hartree: 0.051
Net charge: -1
Electronic energy in eV: -147574.61259
Maximum force in eV Å⁻¹: 0.38
Molar mass in g mol⁻¹: 713.45
Energy above the lowest of the compared OMol25 structures with the same formula, charge and spin in eV: 0.000

7.
The following is a quantum chemistry calculation of C18H19BBeN6 as an isolated structure, from the OMol25 dataset.

Atoms and positions in Å:
H 1.9675 -1.2896 1.7371
N 1.4280 -1.2194 -0.2716
B 1.1198 -1.4050 -2.7344
N 1.8033 -1.8945 -1.4216
C 2.8338 -2.7051 -1.1289
Be 0.2548 -0.0238 -0.3730
H 3.3069 -3.2456 -1.9325
C 3.0886 -2.6089 0.2353
H 3.8195 -3.1391 0.8109
C 2.1771 -1.6671 0.7428
H 1.4280 -2.0143 -3.7111
C -1.3195 3.0605 0.6538
H -1.3399 3.4491 1.6789
H -2.3019 3.1997 0.1866
H -0.5567 3.6104 0.0918
N 1.4870 0.1069 -2.6861
N -0.4306 -1.2932 -2.5689
N 1.1325 0.8875 -1.5861
N -0.8757 -0.6062 -1.4427
C 2.1680 0.8469 -3.5640
C -1.4859 -1.5194 -3.3757
H 2.5414 0.3757 -4.4577
H -1.3257 -2.0122 -4.3316
C 2.2637 2.1321 -3.0551
C -2.6369 -1.0404 -2.7430
C 1.5890 2.1278 -1.8268
C -2.2093 -0.4687 -1.5272
H 2.7480 2.9630 -3.5193
H -3.6486 -1.0769 -3.1198
H 1.3630 2.8938 -1.0925
H -2.7540 0.0411 -0.7245
H -1.0416 2.0051 0.6964
C -0.3608 0.0291 1.2215
C -0.8261 0.0253 2.3664
C -1.3604 0.0601 3.6910
C -0.5627 0.6128 4.7240
C -1.0150 0.6657 6.0433
C -2.3081 0.2295 6.3683
C -3.1191 -0.3056 5.3585
C -2.6712 -0.3641 4.0384
H 0.4176 1.0278 4.4812
H -0.3557 1.0306 6.8357
H -2.6666 0.2811 7.4034
H -4.0996 -0.7028 5.6269
H -3.3408 -0.7264 3.2636

Cartesian forces (eV/Å) of the 3 atoms listed first:
H 0.211 -0.142 -0.180
N 0.808 -1.839 -0.439
B -0.359 0.797 0.941

## Properties
Frontier orbital gap in eV: 8.52
LUMO in hartree: 0.025
Electronic energy in eV: -28995.38570
Maximum force in eV Å⁻¹: 2.43
Molar mass in g mol⁻¹: 339.22
Energy above the lowest of the compared OMol25 structures with the same formula, charge and spin in eV: 0.000

8.
The following is a quantum chemistry calculation of C18H19BClN2O8PdSe2 as an isolated structure, from the OMol25 dataset.

Atoms and positions in Å:
Pd -1.6075 -0.6273 0.4980
C -3.2698 -3.4937 -2.2000
Se -1.9830 -2.0325 -1.9978
C -0.4069 -3.1930 -1.8309
C -0.2142 -3.8996 -0.4984
Se -0.0567 -2.7913 1.1404
C -1.3892 -3.8019 2.1595
H -3.0674 -4.0482 -3.1139
H -4.2640 -3.0560 -2.2510
H -3.2209 -4.1502 -1.3336
H 0.4390 -2.5594 -2.0741
H -0.5141 -3.9492 -2.6096
H 0.7052 -4.4824 -0.5512
H -1.0407 -4.5782 -0.2910
H -1.0913 -4.8453 2.2347
H -2.3510 -3.7025 1.6684
H -1.4372 -3.3581 3.1515
O -0.4353 1.6143 -0.4028
C 0.3654 0.7655 -1.0515
O 0.2005 -0.4459 -0.9303
C 1.3955 1.3471 -1.9120
C 1.9202 0.5680 -2.9402
C 2.9755 1.0940 -3.7215
C 3.5027 2.3472 -3.4480
C 2.9718 3.0969 -2.4112
C 1.8914 2.6165 -1.6362
N 3.5442 4.3659 -2.1160
O 3.0844 4.9990 -1.1645
O 4.4550 4.7961 -2.8303
N 3.5153 0.3300 -4.7810
O 4.4284 0.8121 -5.4730
O 3.0491 -0.8053 -4.9725
H 1.5317 -0.4125 -3.1618
H 4.3218 2.7405 -4.0295
H 1.4848 3.2164 -0.8384
O -1.5426 2.2935 1.6238
B -0.7686 1.3187 0.9507
O 0.2547 0.8272 1.8374
C 0.0441 1.4786 3.0147
C 0.7544 1.3776 4.1899
C 0.3551 2.1902 5.2508
C -0.7157 3.0631 5.1221
C -1.4316 3.1617 3.9294
C -1.0344 2.3568 2.8861
H 1.5849 0.6889 4.2723
H 0.9015 2.1479 6.1842
H -1.0030 3.6835 5.9616
H -2.2529 3.8566 3.8140
Cl -4.2061 -1.9021 0.8577
C -3.2938 -0.5601 1.6304
H -3.1879 -0.7990 2.6861
H -3.8911 0.3400 1.5087

Cartesian forces (eV/Å) of the 3 atoms listed first:
Pd -0.291 -0.120 -0.128
C 0.093 0.160 0.125
Se -0.014 -0.546 -0.293

## Properties
2S+1: 3
Frontier orbital gap (alpha / beta) in eV: 4.55 / 6.99
LUMO (alpha / beta) in hartree: 0.073 / 0.046
Net charge: -1
Electronic energy in eV: -185704.29995
Maximum force in eV Å⁻¹: 0.86
Molar mass in g mol⁻¹: 701.96
Energy above the lowest of the compared OMol25 structures with the same formula, charge and spin in eV: 0.000